(1)
This record from the Open Molecules 2025 dataset describes a molecular structure, C30H56Cl4O21 in a non-equilibrium geometry. The level of theory is the ωB97M-V functional and the def2-TZVPD basis.

Values from the calculation:
* Kohn-Sham gap: 8.32 eV
* E_tot: -125102.06593 eV
* energy relative to the best compared isomer or geometry (same formula, charge and spin): 5.242 eV

Structure (ORCA input):
```
! wB97M-V def2-TZVPD RIJCOSX def2/J DEFGRID3
* xyz 0 1
Cl 2.062 7.163 -0.399
C 2.021 5.612 -1.296
C 3.278 5.470 -2.144
Cl 3.247 6.610 -3.529
H 1.180 5.584 -1.981
H 1.946 4.831 -0.548
H 3.341 4.490 -2.612
H 4.182 5.652 -1.569
Cl -5.087 3.551 -2.897
C -3.582 3.223 -3.766
C -3.380 1.771 -4.200
Cl -3.716 0.518 -2.952
H -2.709 3.575 -3.223
H -3.691 3.840 -4.656
H -2.379 1.727 -4.622
H -4.107 1.585 -4.988
C -0.626 -0.024 -1.237
C 0.655 -0.835 -0.948
O 1.642 0.204 -0.845
C 1.123 1.406 -1.223
O 1.723 2.427 -1.307
O -0.125 1.240 -1.679
H -1.184 0.076 -0.308
H -1.158 -0.442 -2.085
H 0.955 -1.495 -1.760
H 0.636 -1.297 0.038
C -2.886 -2.543 0.460
C -4.064 -3.471 0.325
O -4.077 -3.603 -1.116
C -2.822 -3.512 -1.573
O -2.418 -3.884 -2.621
O -2.027 -2.882 -0.639
H -2.341 -2.580 1.403
H -3.203 -1.500 0.373
H -5.055 -3.040 0.468
H -4.017 -4.447 0.809
C 1.394 1.263 2.134
C 2.074 -0.076 2.237
O 1.926 -0.782 3.464
C 0.810 -1.484 3.642
O -0.130 -1.527 2.895
O 0.874 -2.041 4.843
C -0.239 -2.783 5.311
H 1.360 1.693 3.135
H 0.395 1.159 1.713
H 1.986 1.918 1.495
H 3.160 0.058 2.218
H 1.918 -0.755 1.399
H 0.023 -3.829 5.439
H -1.114 -2.693 4.668
H -0.551 -2.360 6.265
C 0.561 -4.693 0.757
C 1.269 -5.292 1.963
O 0.266 -5.714 2.883
C 0.617 -6.673 3.751
O 1.620 -7.321 3.686
O -0.400 -6.829 4.580
C -0.358 -7.966 5.461
H 1.203 -4.243 0.005
H -0.160 -3.904 0.988
H -0.074 -5.493 0.369
H 1.967 -4.615 2.456
H 1.890 -6.119 1.612
H -0.223 -8.818 4.795
H -1.376 -8.065 5.835
H 0.327 -7.843 6.292
C 3.696 -3.700 -2.004
C 4.174 -4.583 -0.842
O 5.028 -3.731 -0.058
C 4.449 -3.120 0.960
O 3.264 -2.991 1.108
O 5.408 -2.571 1.710
C 5.003 -2.192 3.028
H 2.908 -4.094 -2.653
H 4.511 -3.458 -2.690
H 3.295 -2.736 -1.687
H 4.693 -5.494 -1.120
H 3.310 -4.875 -0.245
H 3.941 -2.349 3.211
H 5.156 -1.124 3.165
H 5.555 -2.808 3.734
C -4.176 1.606 0.256
C -3.313 2.766 -0.178
O -2.486 3.060 0.958
C -1.395 3.769 0.816
O -1.096 4.456 -0.140
O -0.647 3.654 1.903
C 0.476 4.505 2.057
H -5.065 1.570 -0.380
H -4.604 1.782 1.244
H -3.720 0.618 0.262
H -3.919 3.628 -0.455
H -2.666 2.620 -1.045
H 0.955 4.336 3.018
H 0.176 5.551 2.023
H 1.190 4.249 1.276
C -3.151 6.435 -3.976
C -2.161 6.150 -2.834
O -0.881 5.645 -3.240
C -0.775 4.351 -3.498
O -1.701 3.571 -3.580
O 0.491 4.071 -3.616
C 0.982 2.825 -4.086
H -2.810 5.908 -4.867
H -3.080 7.496 -4.205
H -4.156 6.111 -3.722
H -2.512 5.362 -2.165
H -2.059 7.001 -2.167
H 2.015 2.931 -4.409
H 0.377 2.603 -4.967
H 0.974 2.029 -3.346
*
```

Löwdin population analysis, charges in e, atoms 1 to 99:
1. Cl 0.5449
2. C -0.6513
3. C -0.6345
4. Cl 0.5346
5. H 0.0361
6. H 0.0319
7. H 0.0534
8. H 0.0654
9. Cl 0.5704
10. C -0.6923
11. C -0.5695
12. Cl 0.5960
13. H -0.1614
14. H 0.0720
15. H 0.0740
16. H 0.0624
17. C -0.0985
18. C -0.0806
19. O 0.0400
20. C -0.5856
21. O 0.1531
22. O 0.0396
23. H 0.1263
24. H 0.1007
25. H 0.1338
26. H 0.1080
27. C -0.1212
28. C -0.0811
29. O 0.0564
30. C -0.5696
31. O 0.1719
32. O 0.0213
33. H 0.1241
34. H 0.1076
35. H 0.1370
36. H 0.1347
37. C -0.0400
38. C -0.2171
39. O 0.0349
40. C -0.5962
41. O 0.1203
42. O 0.0189
43. C -0.0302
44. H 0.0970
45. H 0.0790
46. H 0.0806
47. H 0.1246
48. H 0.0868
49. H 0.0882
50. H 0.0918
51. H 0.0955
52. C -0.0487
53. C -0.2162
54. O 0.0307
55. C -0.6236
56. O 0.1393
57. O -0.0078
58. C -0.0190
59. H 0.0605
60. H 0.0565
61. H 0.0883
62. H 0.1127
63. H 0.1213
64. H 0.1010
65. H 0.0915
66. H 0.0986
67. C -0.0548
68. C -0.1661
69. O 0.0469
70. C -0.5938
71. O 0.1083
72. O 0.0240
73. C -0.0259
74. H 0.0801
75. H 0.0774
76. H 0.0639
77. H 0.1259
78. H 0.0922
79. H 0.0759
80. H 0.0951
81. H 0.0989
82. C -0.0799
83. C -0.2243
84. O 0.0481
85. C -0.6034
86. O 0.1286
87. O -0.0055
88. C -0.0410
89. H 0.0621
90. H 0.0850
91. H 0.0407
92. H 0.0909
93. H 0.0961
94. H 0.0960
95. H 0.0999
96. H 0.0692
97. C -0.0422
98. C -0.1624
99. O 0.0647

***

(2)
This record from the Open Molecules 2025 dataset describes a gas-phase ion, C4H11N2O2 (charge +1) in a non-equilibrium geometry. The level of theory is the ωB97M-V functional and the def2-TZVPD basis.

Values from the calculation:
* Kohn-Sham gap: 11.13 eV
* E_tot: -11395.35976 eV
* energy relative to the best compared isomer or geometry (same formula, charge and spin): 0.764 eV
* structure (SMILES): [NH3+]CCNCC(=O)O

Structure (ORCA input):
```
! wB97M-V def2-TZVPD RIJCOSX def2/J DEFGRID3
* xyz 1 1
N 0.116 1.604 0.939
C 0.732 0.272 1.384
C 1.616 -0.227 0.259
N 0.835 -0.213 -0.969
C -0.302 -1.122 -1.023
C -1.588 -0.359 -0.817
O -1.721 0.640 -0.160
O -2.586 -0.985 -1.426
H 0.734 1.987 0.230
H -0.757 1.354 0.417
H 0.039 2.282 1.665
H -0.132 -0.281 1.566
H 1.267 0.449 2.320
H 1.924 -1.228 0.536
H 2.494 0.417 0.126
H 1.380 -0.407 -1.756
H -0.314 -1.688 -1.933
H -0.342 -1.869 -0.227
H -3.396 -0.624 -1.130
*
```

How is the electron density shared among the atoms? According to Löwdin, the charges in e are:
1. N 0.1725
2. C -0.0968
3. C -0.1811
4. N -0.0399
5. C -0.0841
6. C -0.4321
7. O 0.1335
8. O 0.1960
9. H 0.1506
10. H 0.0077
11. H 0.1514
12. H 0.0991
13. H 0.1395
14. H 0.1262
15. H 0.1394
16. H 0.1047
17. H 0.1401
18. H 0.1500
19. H 0.1232

***

(3)
This record from the Open Molecules 2025 dataset describes 3 unconnected molecules or ions with the total composition C25H48N4O in a non-equilibrium geometry. The level of theory is the ωB97M-V functional and the def2-TZVPD basis.

Values from the calculation:
* Kohn-Sham gap: 8.29 eV
* E_tot: -34705.65490 eV
* structure (SMILES): N[C@H]1NC(=O)C[C@@H]1CCCc1ccccc1.CCN(CC)CC.CCN(CC)CC

Structure (ORCA input):
```
! wB97M-V def2-TZVPD RIJCOSX def2/J DEFGRID3
* xyz 0 1
N -0.410 5.066 -2.696
C -0.707 3.679 -2.165
N -0.499 2.847 -3.384
C 0.785 2.137 -3.346
O 1.423 1.896 -4.397
C 1.150 1.838 -1.800
C 0.435 3.112 -1.147
C 0.157 3.170 0.430
C -0.371 1.803 1.081
C 0.041 1.757 2.662
C 1.363 0.827 2.726
C 2.732 1.554 2.821
C 4.002 0.638 2.832
C 3.883 -0.899 2.752
C 2.492 -1.565 2.678
C 1.178 -0.711 2.651
H -0.617 5.781 -1.986
H 0.576 5.096 -2.995
H -1.776 3.749 -1.772
H -1.308 2.367 -3.792
H 0.838 0.785 -1.499
H 2.297 1.844 -1.678
H 1.252 3.925 -1.274
H 1.126 3.460 0.972
H -0.631 3.977 0.671
H -1.496 1.635 1.008
H 0.135 0.914 0.558
H 0.246 2.811 3.083
H -0.810 1.325 3.311
H 2.807 2.696 2.864
H 5.007 1.168 2.867
H 4.845 -1.525 2.750
H 2.345 -2.698 2.638
H 0.144 -1.203 2.568
C 1.848 -2.825 -8.980
C 2.181 -1.873 -7.835
N 1.520 -2.208 -6.577
C 1.626 -1.149 -5.573
C 3.019 -0.813 -5.045
C 1.736 -3.563 -6.079
C 3.175 -4.004 -5.819
H 0.769 -2.888 -9.140
H 2.306 -2.464 -9.905
H 2.233 -3.831 -8.798
H 1.852 -0.875 -8.148
H 3.270 -1.825 -7.723
H 0.977 -1.391 -4.724
H 1.197 -0.237 -6.001
H 3.381 -1.568 -4.345
H 2.984 0.133 -4.499
H 3.753 -0.696 -5.845
H 1.289 -4.264 -6.793
H 1.151 -3.708 -5.164
H 3.858 -3.708 -6.617
H 3.215 -5.096 -5.749
H 3.552 -3.615 -4.874
C -1.636 -1.439 5.258
C -2.560 -1.036 6.402
N -3.332 0.175 6.138
C -4.000 0.701 7.327
C -5.090 -0.159 7.966
C -4.138 0.171 4.921
C -5.190 -0.926 4.769
H -0.957 -0.624 4.992
H -1.029 -2.297 5.557
H -2.195 -1.732 4.365
H -1.923 -0.862 7.276
H -3.206 -1.886 6.648
H -4.418 1.687 7.099
H -3.232 0.892 8.086
H -6.015 -0.136 7.388
H -5.329 0.231 8.960
H -4.782 -1.198 8.094
H -3.460 0.113 4.062
H -4.625 1.146 4.808
H -4.820 -1.910 5.063
H -5.496 -0.995 3.720
H -6.090 -0.705 5.344
*
```

How is the electron density shared among the atoms? According to Löwdin, the charges in e are:
1. N 0.0142
2. C -0.3208
3. N 0.0497
4. C -0.3445
5. O 0.0308
6. C -0.0479
7. C -0.2333
8. C -0.1613
9. C -0.1901
10. C -0.1694
11. C -0.1877
12. C -0.0288
13. C -0.0739
14. C -0.0918
15. C -0.0706
16. C -0.0341
17. H 0.0668
18. H 0.0735
19. H 0.1522
20. H 0.1357
21. H 0.1166
22. H 0.1331
23. H 0.1338
24. H 0.1065
25. H 0.1222
26. H 0.1086
27. H 0.0912
28. H 0.1122
29. H 0.0977
30. H 0.0945
31. H 0.0817
32. H 0.0887
33. H 0.0849
34. H 0.1001
35. C -0.0953
36. C -0.2727
37. N -0.1938
38. C -0.2516
39. C -0.0887
40. C -0.2527
41. C -0.0907
42. H 0.0778
43. H 0.0710
44. H 0.0620
45. H 0.1192
46. H 0.0960
47. H 0.1104
48. H 0.1003
49. H 0.0545
50. H 0.0467
51. H 0.0695
52. H 0.0992
53. H 0.1128
54. H 0.0675
55. H 0.0708
56. H 0.0525
57. C -0.0956
58. C -0.2688
59. N -0.1934
60. C -0.2515
61. C -0.0914
62. C -0.2522
63. C -0.0870
64. H 0.0611
65. H 0.0765
66. H 0.0643
67. H 0.1195
68. H 0.0970
69. H 0.1111
70. H 0.1086
71. H 0.0545
72. H 0.0713
73. H 0.0667
74. H 0.0935
75. H 0.1145
76. H 0.0686
77. H 0.0730
78. H 0.0544

***

no.,lowest unoccupied orbital energy (Eh)
1,0.015
2,-0.102
3,0.019